# 1
The following is a quantum chemistry calculation of a 5-piece molecular cluster, C66H44NO12 overall, from the OMol25 dataset.

Geometry as XYZ:
```
123
Properties=species:S:1:pos:R:3:forces:R:3
C 5.381 5.366 -0.740 0.6 0.3 0.8
C 5.007 4.520 0.582 -3.3 1.2 -0.4
O 3.808 4.529 0.942 5.3 -0.7 -0.8
O 6.064 3.807 1.257 -1.9 -0.3 -1.8
C 5.852 2.409 0.937 0.0 -2.4 0.7
C 6.490 1.931 -0.456 0.0 0.9 -0.8
C 7.961 2.470 -0.753 2.9 1.2 -1.8
C 8.253 2.943 -2.217 1.6 -0.4 2.8
N 9.571 3.417 -2.632 -0.7 -1.3 3.6
C 10.694 3.481 -1.726 -1.8 -1.2 2.4
C 10.545 3.054 -0.225 -3.2 -0.1 -3.3
C 9.147 2.540 0.243 0.7 1.0 -2.6
C 8.975 2.050 1.750 -0.1 -2.3 2.1
O 8.768 0.866 2.072 0.5 4.6 -1.9
O 9.098 3.053 2.774 1.1 -1.5 -2.8
H 4.793 5.029 -1.663 0.7 0.3 1.6
H 5.101 6.455 -0.499 0.3 -1.7 -0.5
H 6.501 5.360 -0.979 -1.5 -0.2 0.4
H 6.301 1.724 1.756 -0.7 1.6 -1.1
H 4.724 2.150 0.918 1.8 0.5 0.0
H 6.473 0.780 -0.580 0.1 1.9 0.5
H 5.813 2.368 -1.292 1.2 -0.8 1.2
H 7.441 2.898 -3.024 1.5 0.2 1.4
H 9.685 3.682 -3.628 0.0 -0.2 1.0
H 11.714 3.833 -2.118 -2.0 -0.6 0.5
H 11.461 3.096 0.455 -1.6 -0.1 -1.1
H 9.973 3.495 2.600 -1.2 -0.1 0.3
C 1.183 4.953 -0.215 -0.2 0.2 -0.1
C -0.086 4.617 0.251 -0.1 0.1 0.0
C -0.981 5.617 0.617 0.1 -0.2 0.0
C -0.603 6.958 0.530 0.2 -0.4 0.0
C 0.677 7.292 0.086 0.0 -0.3 -0.1
C 1.565 6.287 -0.297 -0.1 -0.3 0.0
C 1.108 8.707 0.035 0.8 0.2 -0.3
O 2.227 8.999 -0.357 -0.2 -0.1 0.1
C 0.166 9.760 0.474 -0.1 0.3 0.1
C 0.578 11.094 0.486 -0.1 0.2 0.1
C -0.306 12.092 0.884 0.1 -0.2 -0.1
C -1.606 11.763 1.263 0.0 -0.2 0.0
C -2.018 10.435 1.258 0.0 0.2 0.0
C -1.130 9.430 0.872 0.0 0.4 0.0
C -1.567 8.016 0.904 -1.0 -0.2 0.3
O -2.703 7.727 1.240 0.4 0.1 -0.1
H 1.877 4.173 -0.509 -0.1 0.1 0.1
H -0.380 3.574 0.327 0.0 0.1 0.0
H -1.971 5.350 0.975 0.1 0.2 -0.1
H 2.557 6.541 -0.655 -0.2 0.1 0.1
H 1.588 11.358 0.189 -0.1 -0.2 0.0
H 0.018 13.128 0.898 0.0 -0.1 0.0
H -2.297 12.543 1.567 0.1 -0.1 0.0
H -3.031 10.185 1.559 0.2 -0.1 -0.1
C -2.002 -3.409 -1.013 0.0 0.0 0.2
C -1.363 -2.270 -1.499 -0.1 0.1 0.2
C -1.321 -1.112 -0.729 0.0 -0.2 -0.2
C -1.929 -1.086 0.527 0.0 -0.2 -0.3
C -2.590 -2.219 1.004 0.1 -0.2 -0.3
C -2.615 -3.385 0.236 0.1 -0.1 -0.2
C -3.281 -2.189 2.313 -0.4 -0.8 0.3
O -3.855 -3.180 2.731 0.2 0.2 -0.1
C -3.271 -0.937 3.100 -0.1 0.3 0.3
C -3.967 -0.876 4.309 0.0 0.2 0.2
C -3.952 0.293 5.063 0.1 -0.1 -0.2
C -3.236 1.402 4.617 0.1 -0.1 -0.2
C -2.547 1.348 3.411 -0.1 0.1 0.2
C -2.571 0.181 2.645 -0.1 0.1 0.3
C -1.863 0.144 1.346 0.4 0.7 -0.3
O -1.239 1.117 0.953 -0.1 -0.2 0.1
H -2.026 -4.315 -1.611 0.0 0.1 0.1
H -0.896 -2.286 -2.479 -0.1 0.0 0.1
H -0.818 -0.230 -1.112 -0.1 0.0 0.2
H -3.116 -4.274 0.606 0.0 0.2 0.1
H -4.524 -1.737 4.664 0.1 0.0 -0.2
H -4.498 0.340 6.000 0.1 0.0 -0.1
H -3.219 2.312 5.209 0.0 -0.1 -0.1
H -1.995 2.217 3.067 0.0 -0.2 -0.1
C -5.346 -2.366 -1.934 -0.1 -0.1 -0.2
C -6.272 -1.375 -2.254 -0.1 -0.1 -0.2
C -7.094 -1.521 -3.365 0.1 0.1 0.2
C -6.985 -2.656 -4.169 0.2 0.1 0.3
C -6.042 -3.637 -3.864 0.1 0.2 0.3
C -5.229 -3.496 -2.738 0.0 0.3 0.2
C -5.882 -4.823 -4.737 0.6 -0.7 0.2
O -5.059 -5.682 -4.468 -0.2 0.2 -0.1
C -6.729 -4.943 -5.945 -0.1 -0.1 -0.4
C -6.550 -6.026 -6.808 -0.1 -0.1 -0.2
C -7.350 -6.154 -7.938 0.1 0.1 0.2
C -8.338 -5.208 -8.206 0.1 0.1 0.2
C -8.515 -4.126 -7.351 0.0 -0.2 -0.2
C -7.704 -3.986 -6.224 0.0 -0.3 -0.3
C -7.877 -2.812 -5.340 -0.7 0.7 -0.2
O -8.738 -1.981 -5.576 0.3 -0.2 0.1
H -4.710 -2.255 -1.061 -0.1 0.0 -0.1
H -6.353 -0.487 -1.634 0.0 -0.1 -0.1
H -7.817 -0.748 -3.605 0.0 -0.2 -0.1
H -4.503 -4.262 -2.487 -0.2 0.0 -0.2
H -5.785 -6.768 -6.604 -0.1 0.2 0.1
H -7.206 -6.994 -8.611 0.0 0.1 0.1
H -8.967 -5.313 -9.084 0.1 0.0 0.1
H -9.283 -3.390 -7.568 0.2 0.0 0.2
C 3.681 -8.172 0.451 -0.2 0.1 0.1
C 4.364 -8.458 1.631 -0.2 0.1 0.1
C 3.743 -8.266 2.860 0.2 -0.1 -0.2
C 2.438 -7.774 2.913 0.3 -0.1 -0.3
C 1.763 -7.464 1.732 0.3 -0.1 -0.1
C 2.383 -7.675 0.500 0.2 -0.1 -0.1
C 0.396 -6.895 1.776 -0.5 0.2 -0.8
O -0.196 -6.628 0.744 0.2 0.0 0.2
C -0.236 -6.649 3.092 -0.2 0.1 0.3
C -1.500 -6.060 3.150 -0.2 0.1 0.2
C -2.107 -5.836 4.381 0.1 0.0 -0.1
C -1.460 -6.208 5.557 0.2 -0.1 -0.1
C -0.197 -6.790 5.504 -0.2 0.1 0.1
C 0.421 -7.002 4.270 -0.3 0.1 0.1
C 1.779 -7.589 4.226 0.4 -0.3 0.9
O 2.349 -7.911 5.254 -0.1 0.1 -0.3
H 4.163 -8.331 -0.509 -0.1 0.0 0.1
H 5.382 -8.834 1.592 -0.1 0.0 0.0
H 4.279 -8.495 3.775 -0.2 0.1 0.0
H 1.857 -7.449 -0.423 -0.1 0.0 0.2
H -2.012 -5.771 2.238 0.2 -0.1 0.1
H -3.088 -5.374 4.423 0.1 0.0 -0.1
H -1.938 -6.039 6.517 0.1 0.0 -0.1
H 0.304 -7.072 6.424 0.1 0.0 -0.2
```
Forces are in eV/Å.

Summary:
Energy = -95206.7421 eV
Total charge = +1
HOMO = -0.3899 Eh
Multiplicity = 1

***

# 2
The following is a quantum chemistry calculation of C25H28F5MgO3 as an isolated structure, from the OMol25 dataset.

Geometry as XYZ:
```
62
Properties=species:S:1:pos:R:3:forces:R:3
O 0.191 1.300 -0.921 0.0 1.1 -0.4
C 1.430 1.634 -1.590 0.8 -0.5 0.4
C 0.927 2.987 -2.160 0.4 -0.2 0.6
H 1.624 0.910 -2.440 -0.1 0.5 0.8
H 2.221 1.613 -0.806 -0.4 0.2 -1.1
C -0.466 2.495 -1.597 -1.4 -0.1 2.1
H 1.249 3.045 -3.237 -1.2 0.2 0.8
H 1.256 3.942 -1.629 -0.3 -1.5 -0.6
C -1.538 1.864 -2.425 -0.1 -0.7 -0.7
H -1.182 0.877 -2.682 0.0 1.3 0.4
H -1.771 2.454 -3.311 -0.2 0.0 -0.2
H -2.456 1.572 -1.896 0.3 0.9 0.2
C -1.243 3.433 -0.602 0.2 0.6 -0.2
H -0.650 4.303 -0.254 0.0 -1.0 0.5
H -1.838 2.886 0.206 1.4 0.6 -1.1
H -2.001 3.959 -1.206 0.0 -0.4 -0.1
Mg -0.492 -0.946 -0.140 -0.3 1.3 1.1
C 1.318 2.391 3.318 -0.1 0.6 -0.9
C 2.181 1.372 2.812 -0.3 0.7 -0.4
C 2.504 1.721 1.464 0.0 0.9 0.4
H 2.565 0.486 3.355 -0.5 0.6 -0.4
C 1.929 3.015 1.172 -0.4 -0.8 0.8
C 1.113 3.399 2.286 1.2 -1.2 0.4
H 0.461 4.284 2.370 0.5 -0.4 0.0
H 0.871 2.456 4.321 0.2 -0.2 -0.5
H 3.072 1.099 0.751 0.0 0.4 0.6
H 2.126 3.603 0.273 -0.3 -0.2 0.2
C -2.224 -0.437 2.252 0.1 -0.3 -0.6
C -2.495 0.795 1.618 -0.7 -0.2 -0.1
C -3.021 0.516 0.342 0.5 0.1 -0.3
H -2.311 1.783 2.037 -0.3 -0.3 0.1
C -2.847 -0.883 0.087 -0.5 0.4 -0.2
C -2.399 -1.476 1.309 -0.3 0.8 0.4
H -2.412 -2.522 1.521 0.2 -0.5 0.1
H -1.958 -0.567 3.290 0.2 0.1 -0.3
H -3.559 1.227 -0.304 0.7 -0.4 0.3
H -3.297 -1.414 -0.745 -0.1 -0.1 0.1
O -0.350 -1.039 -2.424 -0.1 -0.1 -1.8
C -1.032 -0.703 -3.789 -0.6 -0.4 0.4
C -0.170 -1.339 -4.862 0.2 -0.2 0.5
H -1.097 0.425 -3.977 0.2 -2.4 0.2
H -2.099 -1.142 -3.811 1.7 0.7 0.6
C 0.800 -2.323 -4.153 0.0 -0.6 0.5
H 0.349 -0.539 -5.397 0.1 -0.4 -0.1
H -0.881 -1.843 -5.516 0.5 -0.1 -0.4
C 0.527 -2.196 -2.624 -0.6 -0.3 -0.4
H 1.874 -2.104 -4.332 -0.8 -0.2 -0.2
H 0.561 -3.381 -4.420 0.5 0.9 -0.1
H 1.465 -2.108 -2.025 -0.8 0.3 -0.3
H -0.024 -3.097 -2.264 0.4 0.5 -0.2
F 2.001 -4.363 5.904 -0.3 0.3 -0.6
C 1.538 -3.771 4.769 -0.2 0.3 -0.5
C 1.109 -2.424 4.754 0.1 -0.3 0.4
F 1.073 -1.664 5.888 0.2 -1.0 -0.7
C 0.691 -1.829 3.576 -0.7 1.1 -0.2
F 0.169 -0.554 3.678 1.2 -1.8 -0.2
C 0.755 -2.494 2.319 0.2 0.2 -0.5
O 0.663 -1.891 1.155 -0.6 -0.1 -0.2
C 1.021 -3.891 2.389 0.0 0.8 0.3
F 0.869 -4.612 1.249 0.4 0.1 0.5
C 1.464 -4.498 3.561 -0.1 0.4 0.3
F 1.846 -5.795 3.518 -0.2 0.3 0.2
```
Forces are in eV/Å.

Summary:
Energy = -51549.4596 eV
ΔE to the lowest compared entry with this formula, charge and spin = 40.7 kcal per mole
Total charge = -1
HOMO = -0.0938 Eh
Multiplicity = 1

***

# 3
The following is a quantum chemistry calculation of a 2-piece molecular cluster, C3H9S overall, from the OMol25 dataset.

Geometry as XYZ:
```
13
Properties=species:S:1:pos:R:3:forces:R:3
S 2.617 -0.536 1.961 -0.1 0.0 -0.1
H 2.164 0.223 0.947 0.0 0.0 0.0
C -3.009 0.344 -1.559 0.9 -1.3 0.9
C -1.557 -0.186 -1.435 -0.1 1.2 -0.2
C -0.594 0.809 -0.784 1.0 -0.4 -0.1
H -3.557 -0.421 -2.109 -0.4 0.4 -0.2
H -3.057 1.329 -2.002 -0.1 0.1 -0.2
H -3.413 0.361 -0.545 -0.3 0.3 -0.1
H -1.190 -0.385 -2.444 0.0 -0.2 0.0
H -1.529 -1.106 -0.857 -0.1 -0.2 -0.1
H -0.649 1.820 -1.194 -0.4 0.1 0.1
H -0.588 0.808 0.307 -0.5 0.2 0.0
H 0.436 0.504 -0.992 0.0 -0.1 -0.1
```
Forces are in eV/Å.

Summary:
Energy = -14092.9147 eV
ΔE to the lowest compared entry with this formula, charge and spin = 5.6 kcal per mole
Total charge = -1
HOMO = -0.0870 Eh
Multiplicity = 1